# C53H95Cl4N11

A cluster of 12 separate species, C53H95Cl4N11 in total (the ωB97M-V functional and the def2-TZVPD basis, OMol25).

* energy: -122978.705 eV
* Kohn-Sham gap: 7.810 eV
* LUMO energy: 0.1 eV
* SMILES string: ClC(Cl)(Cl)Cl.c1cc[nH]c1.c1cc[nH]c1.c1cc[nH]c1.c1cc[nH]c1.c1cc[nH]c1.c1cc[nH]c1.c1cc[nH]c1.CCN(CC)CC.CCN(CC)CC.CCN(CC)CC.CCN(CC)CC

Structure (XYZ):
```
163
C53H95Cl4N11, DFT the ωB97M-V functional and the def2-TZVPD basis
C -1.029 1.150 0.843
H 0.304 -4.084 -7.841
N 1.296 3.753 -0.144
H -1.334 2.889 6.535
H 0.749 -1.005 1.019
H -0.538 2.303 3.303
C 6.938 1.893 2.269
H -1.558 1.116 -0.113
H 0.158 -5.794 -8.239
C -0.953 -5.200 -6.450
C -4.010 5.217 2.798
H 3.739 3.186 5.637
H -5.027 7.132 2.139
H -0.506 -0.691 -1.139
H 0.322 -3.595 -2.736
H -2.967 -0.758 5.229
C 0.073 -5.128 -4.257
C 3.923 -0.463 -6.676
C 1.103 1.452 2.055
C 0.372 4.570 -0.702
N -3.117 6.661 1.399
C 2.289 5.643 -0.687
C 4.228 -5.295 -1.746
H 2.166 1.633 1.894
C -3.460 -0.859 -1.478
H 5.670 -0.458 3.017
H 0.885 0.289 -1.749
H -4.848 -3.976 -4.225
Cl 2.593 -3.782 2.945
H 3.411 3.975 0.288
H -6.536 4.513 0.485
H -2.522 -0.353 -1.721
H 5.138 1.731 -0.753
H -5.394 -4.947 -1.913
H 2.926 1.386 -7.501
H 1.290 4.432 5.141
H -2.635 -2.589 -5.730
H -4.539 1.034 4.271
H -4.675 4.871 3.577
H -3.940 -0.396 -0.618
H -1.302 2.145 1.206
H 7.196 1.815 3.326
H 1.386 1.075 -5.536
H -3.588 3.474 5.039
H -0.140 -6.197 -4.289
H 3.440 1.585 -0.432
H 5.166 1.579 4.583
H 1.062 2.606 3.843
H 7.560 2.702 1.875
H 3.047 6.406 -0.798
C -4.252 6.385 2.127
C 0.985 5.706 -1.190
H -5.277 -1.983 0.130
C 0.799 -3.690 2.913
H 5.797 -0.094 0.544
N -0.793 -4.462 -5.222
H -6.838 0.206 0.387
C -5.477 1.593 1.396
H 5.665 -2.839 -3.278
N -1.790 0.919 5.980
C -6.390 3.447 0.544
H 1.097 2.796 0.168
C 3.769 -3.085 -2.075
H 4.207 -1.993 -5.096
H -3.744 -4.969 -1.430
C -2.187 5.666 1.588
C 4.449 0.784 4.374
C -3.280 -2.380 -1.370
C -3.666 1.266 4.859
H 5.119 2.858 2.788
Cl 0.158 -3.701 1.263
N -5.434 2.953 1.416
H -7.565 2.509 -0.984
C 4.988 -3.373 -2.629
H 4.180 3.539 8.296
Cl 0.091 -5.088 3.745
H 4.161 -0.666 0.718
C 4.760 0.247 0.687
C -0.608 -3.032 -5.379
H 1.059 -1.443 -1.425
H 4.776 -0.669 -7.302
C 0.008 -4.637 -2.822
C 4.707 0.073 3.060
H -4.073 -0.632 -2.354
H -0.506 -2.551 -4.406
H 3.950 -0.710 2.969
H 1.930 -0.757 -4.060
H -0.978 -4.726 -2.362
C -4.142 -4.385 -3.501
C 3.286 -4.309 -1.571
H 1.113 -5.014 -4.607
C 3.314 3.752 7.691
H -4.021 -5.428 -3.813
H -1.215 5.710 1.125
C -1.631 0.045 1.716
H -4.667 -3.632 0.556
H -1.578 -2.562 -7.300
C -2.069 2.259 6.056
C -6.677 -3.551 -0.207
N 4.612 0.997 1.929
H 4.311 0.284 -1.408
C 0.465 2.518 2.931
H 0.482 3.517 2.486
H 2.295 -4.479 -1.183
C -3.166 2.518 5.301
H 0.565 6.489 -1.798
N 2.174 0.485 -5.728
C -6.484 1.216 0.531
H 6.017 -5.206 -2.864
C 2.531 -0.556 -4.934
C 0.256 -5.086 -7.414
N -4.591 -3.025 -1.478
C 1.297 4.578 7.294
C 0.572 -0.525 -1.094
H 3.196 -2.176 -2.141
H -2.245 3.867 2.839
C 5.448 2.187 1.996
H -2.552 -2.632 -2.138
H -2.952 7.471 0.833
C -4.467 -4.382 -2.018
H 0.365 -2.860 -5.871
C 3.045 0.599 -6.777
H -4.897 3.559 2.035
N 5.233 -4.709 -2.484
H 2.054 -0.149 0.343
H 4.560 0.036 5.165
C 1.821 4.238 6.056
C 4.344 0.997 -0.588
H 0.377 5.110 7.482
C -6.894 2.365 -0.151
H 1.026 0.568 2.711
Cl 0.349 -2.175 3.770
H -1.088 -6.271 -6.274
H 1.193 -5.313 -6.906
C -5.247 -3.034 -0.162
H -2.865 -2.572 -0.369
H 0.708 -5.281 -2.293
H 3.448 1.204 4.456
C 3.639 -1.161 -5.475
H -2.717 0.093 1.637
H 4.242 -6.361 -1.598
H 7.328 1.014 1.750
H -1.868 -4.955 -6.994
H -6.726 -4.631 -0.339
H -1.292 -0.943 1.410
H -4.802 1.036 2.025
C -2.782 0.303 5.282
C -1.704 -2.360 -6.242
H -1.468 -1.298 -6.128
C 2.520 4.382 -0.159
H 2.192 4.644 9.225
H -0.599 4.148 -0.924
N 2.204 4.327 8.275
H -7.293 -3.090 -0.978
C 3.049 3.602 6.354
H -3.197 -3.890 -3.735
C -2.706 4.771 2.476
C 0.960 -0.174 0.338
N 0.427 1.103 0.792
H -0.996 0.489 6.416
H 5.452 2.701 1.038
H -7.142 -3.320 0.754
H -1.338 0.191 2.757
```



# C5H5N

A structure of composition C5H5N (the ωB97M-V functional and the def2-TZVPD basis, OMol25).

* energy: -6750.034 eV
* Kohn-Sham gap (alpha / beta): 8.202 / 8.202 eV
* energy above the lowest of the compared OMol25 structures with the same formula, charge and spin: 5.874 eV
* LUMO energy (alpha / beta): -0.2 / -0.2 eV

Structure (XYZ):
```
11
C5H5N, DFT the ωB97M-V functional and the def2-TZVPD basis
N -0.795 -1.458 0.198
H -1.232 2.061 0.187
H -1.342 -0.176 -1.395
H 1.080 -2.343 0.446
C 0.998 -0.172 -0.270
H -1.662 0.866 1.432
H 2.891 1.071 -0.431
C -0.960 -0.004 -0.395
C 1.939 0.605 -0.458
C -1.379 1.015 0.399
C 0.462 -1.465 0.286
```



# C36H55InN8O3S2

A structure of composition C36H55InN8O3S2 (the ωB97M-V functional and the def2-TZVPD basis, OMol25).

* energy: -83124.622 eV
* net charge: +2
* Kohn-Sham gap: 7.565 eV
* energy above the lowest of the compared OMol25 structures with the same formula, charge and spin: 0.309 eV
* LUMO energy: -5.5 eV

Structure (XYZ):
```
105
C36H55InN8O3S2, DFT the ωB97M-V functional and the def2-TZVPD basis
H -4.272 -2.956 -2.821
C -3.202 -1.632 -5.898
C 2.835 -1.626 2.975
H -6.344 3.374 -3.933
N 1.456 -0.317 1.596
H -5.109 -3.085 -4.364
C 3.398 1.845 -0.052
H 0.941 3.188 3.548
C 1.240 0.571 2.552
C -0.229 0.082 -3.386
H -3.435 2.343 -1.618
H -4.576 0.067 -5.691
H -2.927 0.409 -5.191
H 5.780 0.902 -3.712
H -0.665 3.497 2.879
C 6.886 2.909 -1.182
H 4.227 -3.160 0.990
C -5.455 4.009 -3.924
C 4.714 2.099 -0.713
S -3.643 -0.530 -1.433
S -1.611 -1.590 1.641
H -2.665 -3.252 -4.587
C 2.624 -0.713 4.001
C -4.354 2.845 -1.935
C -3.123 -2.261 -4.506
H 7.753 3.498 -0.915
H -5.684 4.881 -3.309
C -4.889 -0.310 -2.573
C -5.529 1.911 -1.644
C 4.714 1.405 -1.913
H -0.816 -0.310 -4.219
H 0.326 -2.442 -3.515
H 3.462 -2.492 3.130
C 3.403 0.700 -2.009
H -5.447 1.512 -0.633
H -4.034 2.388 -4.014
H -1.990 1.986 0.202
H -5.060 -1.635 2.792
H -0.865 2.117 -3.755
C -3.697 -3.178 2.064
N -0.006 1.934 -1.810
H 3.094 -0.870 4.963
O -1.223 -0.907 0.334
C -2.465 -3.113 1.170
C -4.230 3.270 -3.396
C 6.884 2.213 -2.387
H -0.511 -2.901 -2.038
C 0.008 2.720 3.227
C 2.343 -2.273 0.533
H 0.265 3.760 -0.837
H -1.341 3.570 -1.539
H -2.980 -0.544 3.274
H -3.330 0.286 -6.904
H 0.896 2.214 -2.182
H -6.371 0.866 -3.273
H -6.470 2.455 -1.705
N 2.667 1.003 -0.882
H 2.409 -2.102 -2.375
H -2.235 -1.781 -6.385
H 3.402 -3.901 -0.383
C -3.531 -0.139 -5.921
H 0.805 0.200 -3.715
H -2.468 -1.662 -3.869
C 1.819 0.400 3.801
H -5.952 -1.022 -4.130
C 5.792 2.863 -0.319
O 2.990 -0.011 -2.910
H 5.785 3.407 0.616
C -1.080 2.579 0.356
H -2.734 -2.962 0.122
C 1.601 -2.532 -1.781
N 1.647 -1.915 -0.467
In 0.701 0.161 -0.462
H -3.353 3.915 -3.499
H -1.229 -0.922 -1.935
H -0.438 2.237 4.099
N -0.120 1.689 0.983
C -4.445 -2.453 -3.773
H -3.924 -2.180 -6.510
C -3.143 -0.793 2.225
H 7.750 2.272 -3.032
H -4.757 -1.596 1.052
N -5.645 0.796 -2.577
C -0.544 3.048 -1.004
H -3.233 0.123 1.640
C -4.299 -1.774 2.025
H -3.416 -3.455 3.083
H -1.840 1.247 -2.558
C 0.319 1.711 2.174
C 0.244 -2.229 -2.448
N -5.180 -1.221 -3.513
H -4.476 3.727 -1.300
O 3.003 2.278 1.013
H 2.844 -4.212 1.268
C 5.788 1.445 -2.776
H -1.336 3.451 0.957
H -1.779 -3.951 1.274
C 2.221 -1.388 1.755
C -0.823 1.411 -2.923
N -0.254 -0.849 -2.239
H -5.297 4.354 -4.945
H 1.727 -3.615 -1.740
H -4.391 -3.934 1.702
C 3.254 -3.455 0.596
H 1.662 1.113 4.597
```



# C23H43BrN2O6S2

A cluster of 3 separate species, C23H43BrN2O6S2 in total (the ωB97M-V functional and the def2-TZVPD basis, OMol25).

* energy: -131522.692 eV
* Kohn-Sham gap: 8.907 eV
* LUMO energy: 0.4 eV

Structure (XYZ):
```
77
C23H43BrN2O6S2, DFT the ωB97M-V functional and the def2-TZVPD basis
C -0.721 0.266 3.320
H -2.748 1.297 2.294
C 4.147 -2.120 -0.261
C 0.462 0.860 1.380
C 6.974 4.181 1.032
H 3.290 -4.306 1.889
H 3.253 -2.156 -0.881
H -0.926 -0.704 1.292
H -3.167 1.387 -0.423
Br 1.789 -0.622 1.888
H 0.050 2.056 -0.301
C -4.618 -1.393 0.207
H 3.848 -2.489 0.721
C -3.847 -3.376 -2.021
C 4.625 -5.041 0.404
H -8.226 1.803 -3.018
C -4.326 0.012 0.757
H -3.747 -4.449 -1.855
H 4.815 5.247 2.464
H -1.581 0.639 3.882
H 7.553 5.104 0.994
H -9.055 -1.970 -3.158
C 5.583 -3.943 0.069
C -7.299 1.233 -3.077
H 2.705 0.863 -2.394
H 5.821 -0.849 -0.190
H 4.998 -6.037 0.167
C 3.411 -4.904 0.988
H -0.573 -0.728 3.738
H -5.125 0.656 0.377
H 4.821 0.085 -2.085
C 4.739 -0.726 -0.093
C 2.813 0.511 -1.365
H 4.709 1.268 -0.799
C 0.696 1.204 -0.063
H -6.513 1.753 -2.533
H -1.786 2.181 1.143
H -3.702 -3.140 0.663
H 2.496 -5.328 0.582
S 5.368 4.453 0.276
N -3.416 -2.264 0.235
C -2.978 0.578 0.289
O 4.567 3.221 0.511
C -0.916 0.269 1.780
H -9.671 -0.314 -3.371
C -8.792 -0.954 -3.444
H -7.000 1.094 -4.116
O -6.306 -1.166 -2.560
O 5.116 -3.039 -0.825
S -7.537 -0.369 -2.302
N 0.612 1.902 2.353
H 7.482 3.407 0.462
H -8.394 -0.946 -4.458
C -2.105 1.177 1.424
H 1.489 2.403 2.250
H 2.047 2.483 -1.060
H -5.059 -1.292 -0.785
O -1.809 -2.368 -1.397
H 4.585 -0.348 0.917
C -2.940 -2.629 -1.075
C 0.396 1.274 3.597
H -4.427 0.027 1.844
H 2.229 -0.408 -1.304
H -3.581 -3.113 -3.041
H -2.400 -0.166 -0.254
H 3.782 5.952 1.194
H 5.443 6.555 1.412
C 4.800 5.677 1.462
H 0.326 0.373 -0.667
C 4.317 0.308 -1.142
H 6.840 3.854 2.063
O 0.965 1.510 4.626
O 6.720 -3.898 0.459
H 2.742 1.818 0.418
C 2.149 1.579 -0.460
H -5.383 -1.853 0.836
H -4.897 -3.119 -1.880
```



# C3H6BrNO2S

A cluster of 2 separate species, C3H6BrNO2S in total (the ωB97M-V functional and the def2-TZVPD basis, OMol25).

* energy: -89665.702 eV
* Kohn-Sham gap (alpha / beta): 8.279 / 8.280 eV
* energy above the lowest of the compared OMol25 structures with the same formula, charge and spin: 3.300 eV
* LUMO energy (alpha / beta): -0.5 / -0.5 eV
* SMILES string: C/C(Br)=[N+](\[O-])O.C=S

Structure (XYZ):
```
14
C3H6BrNO2S, DFT the ωB97M-V functional and the def2-TZVPD basis
H -1.321 -0.859 0.216
C -0.085 0.620 -0.670
C -1.457 -0.121 -0.588
H 0.945 -2.440 0.207
S -0.297 -2.618 2.244
Br 1.368 -0.145 -1.647
C 0.989 -2.356 1.305
H -1.635 -0.694 -1.412
N -0.002 1.856 -0.194
O 1.238 2.445 -0.751
H -2.188 0.719 -0.320
H 1.281 3.362 -0.549
H 1.982 -2.152 1.659
O -0.818 2.384 0.501
```



# C7H4Br3FO

The molecule C7H4Br3FO (the ωB97M-V functional and the def2-TZVPD basis, OMol25).

* energy: -222214.163 eV
* Kohn-Sham gap: 8.254 eV
* energy above the lowest of the compared OMol25 structures with the same formula, charge and spin: 0.000 eV
* LUMO energy: -0.8 eV
* SMILES string: O=CC1=CC[C@](F)(Br)C(Br)=C1Br

Structure (XYZ):
```
16
C7H4Br3FO, DFT the ωB97M-V functional and the def2-TZVPD basis
H 2.247 0.303 0.562
Br -1.938 -2.544 0.046
C -0.732 1.421 -0.575
C -1.492 0.208 -0.466
C 1.230 0.212 0.114
C 0.482 -0.937 0.334
O 2.237 -2.091 1.471
H 1.111 2.075 -1.005
H 0.361 -2.316 2.122
C 1.056 -1.927 1.423
H 0.864 0.521 -1.841
C 0.717 1.068 -0.938
C -0.906 -0.949 -0.026
Br -0.791 2.309 1.161
Br -3.335 0.288 -0.787
F -1.113 2.359 -1.597
```



# C5H10O2

The molecule C5H10O2 (the ωB97M-V functional and the def2-TZVPD basis, OMol25).

* energy: -9441.428 eV
* Kohn-Sham gap: 10.343 eV
* energy above the lowest of the compared OMol25 structures with the same formula, charge and spin: 1.615 eV
* LUMO energy: 0.9 eV
* SMILES string: OC[C@H]1CCOC1

Structure (XYZ):
```
17
C5H10O2, DFT the ωB97M-V functional and the def2-TZVPD basis
C 0.415 -0.146 0.341
H -1.254 -1.059 -2.389
H 0.120 1.874 1.031
H -1.328 -1.479 0.338
H 0.872 1.519 -0.992
H 2.194 0.337 -0.876
C 1.103 0.445 -0.900
H 1.128 0.889 2.105
O -0.912 0.526 2.225
H -1.097 1.262 2.821
H -0.077 -2.151 -1.628
C 0.233 0.869 1.466
H -1.635 0.136 -0.315
C -0.895 -0.669 -0.255
C -0.454 -1.117 -1.644
O 0.591 -0.235 -2.035
H 0.997 -1.001 0.706
```



# CH4O2P2

The molecule CH4O2P2 (the ωB97M-V functional and the def2-TZVPD basis, OMol25).

* energy: -23774.279 eV
* Kohn-Sham gap: 9.821 eV
* energy above the lowest of the compared OMol25 structures with the same formula, charge and spin: 0.880 eV
* LUMO energy: -0.2 eV
* SMILES string: CPOP=O

Structure (XYZ):
```
9
CH4O2P2, DFT the ωB97M-V functional and the def2-TZVPD basis
P -1.566 -3.166 -1.544
H -0.076 0.809 0.948
O -0.532 -2.006 -1.472
H 0.794 -0.312 0.274
H -0.521 -0.906 1.193
C -0.190 -0.138 0.382
P -1.129 -0.151 -1.162
H -0.189 0.301 -2.060
O -0.712 -4.318 -1.892
```



# C25H29NO4

The molecule C25H29NO4 (the ωB97M-V functional and the def2-TZVPD basis, OMol25).

* energy: -36074.732 eV
* Kohn-Sham gap: 8.649 eV
* energy above the lowest of the compared OMol25 structures with the same formula, charge and spin: 0.000 eV
* LUMO energy: 0.7 eV
* SMILES string: COc1ccc(CN(C)C[C@@H](O)COc2ccc(-c3ccccc3)cc2)cc1OC

Structure (XYZ):
```
59
C25H29NO4, DFT the ωB97M-V functional and the def2-TZVPD basis
H -2.273 -0.267 1.666
C -0.182 -1.961 -0.386
C 2.496 1.257 0.911
H 2.627 3.156 1.946
C -2.841 1.247 0.268
C 1.880 2.382 1.752
C -5.510 -1.285 -0.499
C 5.238 1.253 -1.479
H -0.941 -2.836 2.069
C 2.022 -0.643 -1.510
H 5.136 1.991 -2.289
H -2.449 -3.503 1.394
H 2.426 -4.274 2.255
O 3.440 0.563 1.692
H 2.978 -2.618 1.894
C -0.340 2.375 0.847
H -5.202 2.515 0.001
H -3.403 -1.356 -0.149
C -4.278 -0.727 -0.213
O -1.351 -2.507 0.058
H -7.596 -0.920 -0.830
H -7.389 1.518 -0.514
C 2.196 -1.665 -0.585
H 3.915 -0.658 -2.487
C -5.285 1.449 -0.152
C -1.207 2.989 -0.057
H 1.689 0.572 0.614
H -5.595 -2.353 -0.641
C 3.229 0.073 -2.048
H -3.086 2.917 -1.054
H 2.404 2.230 -1.022
H -1.351 -0.689 -1.610
C 0.736 -0.293 -1.884
C 2.565 -3.537 1.465
N 3.961 0.769 -0.991
C -0.737 1.193 1.461
H 3.834 2.628 -0.050
C 1.124 -2.325 -0.004
O 0.839 3.033 1.065
H 4.043 0.155 1.050
H -0.098 0.694 2.173
H 3.204 -1.930 -0.311
O 1.284 -3.323 0.925
C -0.344 -0.954 -1.331
H 5.818 0.410 -1.854
C -1.971 0.642 1.169
H 0.567 0.497 -2.599
C 3.168 1.815 -0.353
H 5.788 1.709 -0.657
C -6.516 0.887 -0.433
C -2.437 2.435 -0.338
C -4.150 0.649 -0.036
H 2.921 0.772 -2.844
C -1.389 -3.329 1.203
H 1.549 1.977 2.715
H 3.257 -3.940 0.719
H -0.888 -4.284 1.035
C -6.633 -0.482 -0.608
H -0.890 3.907 -0.527
```



# C6H10FNO2

A cluster of 2 separate species, C6H10FNO2 in total (the ωB97M-V functional and the def2-TZVPD basis, OMol25).

* energy: -14686.583 eV
* Kohn-Sham gap: 10.893 eV
* energy above the lowest of the compared OMol25 structures with the same formula, charge and spin: 0.108 eV
* LUMO energy: 0.6 eV
* SMILES string: O=C(O)C1=NCCC1.CF

Structure (XYZ):
```
20
C6H10FNO2, DFT the ωB97M-V functional and the def2-TZVPD basis
C -1.373 1.661 -0.395
H 0.496 2.408 -1.320
H -1.899 -0.033 0.923
C 0.012 1.476 -1.034
H -1.578 2.711 -0.201
H -1.135 -2.509 -0.680
H -0.108 -3.971 -0.503
O 2.698 -0.143 1.066
C -0.317 -2.970 -0.124
H -0.007 0.832 -1.915
C 2.228 0.472 -0.020
H -0.541 -3.000 0.943
C 0.767 0.782 0.060
H 1.960 -0.328 1.674
O 2.913 0.769 -0.961
N 0.096 0.455 1.085
H -1.562 1.455 1.805
C -1.278 0.866 0.931
H -2.168 1.273 -1.030
F 0.796 -2.205 -0.303
```